The following is a DFT calculation (the ωB97M-V functional and the def2-TZVPD basis) of a structure of composition C3H4LaO3 in a non-equilibrium geometry.

For the energy above the lowest of the compared OMol25 structures with the same formula, charge and spin, the calculation gives 196.75 kcal/mol. Its charge is +1. The total energy comes out at -373.4398 a.u. Its frontier orbital gap (spin up / spin down) is 5.70 / 5.70 eV.

Geometry as XYZ:
```
11
C3H4LaO3, DFT the ωB97M-V functional and the def2-TZVPD basis
C 0.60 -0.59 0.15
O -1.74 -0.43 -0.46
C -1.85 0.93 0.01
C -0.70 -1.13 0.06
O -0.75 1.30 0.51
O -2.99 1.32 0.19
H 0.98 -0.69 1.17
H 0.42 -1.55 -0.84
H -0.91 -1.48 1.07
H 4.42 1.52 -0.92
La 2.52 0.81 -0.94
```